Record 1
{
  "formula": "C3H14N2O2",
  "method": "ωB97M-V/def2-TZVPD",
  "species": ["O", "H", "H", "H", "H", "N", "N", "H", "H", "H", "H", "H", "H", "C", "C", "H", "C", "O", "H", "H", "H"],
  "coordinates": [[-4.084021, 0.809338, -2.388986], [1.696091, 0.213809, -1.158403], [2.731359, -1.622596, 1.088525], [-4.347464, 0.840502, -1.448793], [-0.243280, 2.954337, -0.826359], [-1.465482, -0.661821, 1.319231], [0.952896, 0.301462, 0.829027], [0.359550, -1.618193, 1.127011], [-1.648802, 0.141857, 1.920676], [2.890193, 0.609350, 0.231315], [1.942904, -2.194316, -0.282843], [1.269289, 0.191513, 1.784027], [-4.815065, 0.305577, -2.797577], [2.636837, -1.421311, 0.025790], [2.021683, -0.004330, -0.115101], [-0.220923, 1.911910, 0.249645], [-0.156799, -0.761929, 0.732173], [-0.700833, 2.721245, -0.006271], [3.600456, -1.479202, -0.501522], [-0.305535, -0.861253, -0.358527], [-2.113052, -0.375943, 0.576961]],
  "atomic_forces_ev_per_a": [[-0.4, -0.1, -0.1], [0.3, 0.0, 0.8], [0.6, 0.1, 0.3], [0.2, 0.0, -0.1], [-0.3, 0.1, 0.1], [-0.8, 1.4, -0.1], [-2.2, -0.3, 0.0], [-0.3, -0.9, 0.0], [0.8, -0.2, 0.5], [-0.8, 0.3, -0.9], [0.1, -0.2, -0.6], [0.5, 0.4, 0.0], [0.3, 0.1, 0.1], [-0.8, 0.2, -0.2], [1.3, -0.1, 0.8], [0.0, 0.0, 0.3], [1.4, 0.4, -1.1], [0.4, 0.0, -0.3], [-0.3, -0.2, 0.2], [0.1, -0.4, 0.4], [0.0, -0.5, -0.3]],
  "total_charge": -1,
  "s2": 0.75,
  "relative_energy_kj_mol": 110.6,
  "molar_mass_g_mol": 110.16,
  "total_energy_ha": -382.605328,
  "e_homo_ev": [1.14, -6.15],
  "orbital_gap_ev": [2.194, 9.362],
  "lumo_ha": [0.1224, 0.1180],
  "spin_multiplicity": 2
}


Record 2
{
  "formula": "C5H6O",
  "method": "ωB97M-V/def2-TZVPD",
  "species": ["H", "H", "H", "O", "H", "H", "C", "C", "C", "C", "H", "C"],
  "coordinates": [[1.243693, -2.066840, -0.959971], [-0.923603, 2.530195, -0.277335], [-0.522985, 2.447097, 1.343921], [-2.528898, -1.373912, -0.912605], [1.684562, -1.915522, 0.725665], [-1.962235, 1.551875, 0.841732], [0.823643, -1.776233, 0.008964], [0.348074, -0.419331, 0.132864], [-0.973326, 1.835307, 0.548574], [-0.194302, 0.651653, 0.298731], [-0.104419, -2.431785, 0.249765], [-2.408752, -0.702808, 0.028723]],
  "atomic_forces_ev_per_a": [[-0.4, 0.3, 0.0], [-0.5, -0.1, -0.6], [-0.1, -0.4, 0.2], [0.4, 2.1, 3.0], [-1.2, -0.2, -0.4], [-0.7, 0.1, 0.0], [-0.1, -1.3, 1.0], [-0.5, 1.7, -0.1], [1.2, 1.2, 0.5], [1.0, -1.5, -0.2], [1.9, 0.6, -0.3], [-1.0, -2.5, -3.1]],
  "relative_energy_kj_mol": 195.3,
  "molar_mass_g_mol": 82.10,
  "total_energy_ha": -269.271857,
  "e_homo_ev": -9.41,
  "orbital_gap_ev": 10.515,
  "lumo_ha": 0.0406
}


Record 3
{
  "formula": "C6H15NO2",
  "method": "ωB97M-V/def2-TZVPD",
  "species": ["H", "H", "H", "O", "H", "C", "H", "H", "H", "C", "H", "H", "C", "H", "H", "H", "C", "H", "C", "H", "H", "C", "O", "N"],
  "coordinates": [[1.231377, -0.812703, 1.376422], [1.373485, -1.054701, -0.459759], [-2.568330, -1.305233, 1.354222], [2.716378, 1.093153, -1.362654], [-0.927491, 1.663768, -1.122966], [2.654370, 1.048695, 0.023949], [-0.222047, 2.485928, 1.106102], [2.529209, 2.015097, 0.520092], [-3.237096, -1.904608, -0.176622], [0.988016, -0.495532, 0.377645], [3.466339, 0.448398, 0.423049], [1.874420, 1.453012, -1.683701], [-0.320985, 1.420382, 1.326083], [0.224396, 1.202221, 2.241132], [-2.608916, -0.265272, -0.077137], [-0.216299, -2.373122, -1.762122], [0.180595, 0.593770, 0.186007], [-0.333068, 0.183984, -1.707781], [-1.061021, -1.765724, -0.083512], [-0.806707, -2.742780, 0.335474], [-1.379961, 1.202025, 1.487213], [-2.435327, -1.292648, 0.269500], [-0.922889, -1.765504, -1.522779], [-0.198446, 0.967394, -1.067855]],
  "atomic_forces_ev_per_a": [[0.1, 0.0, 0.1], [0.0, 0.0, 0.0], [0.0, 0.0, 0.0], [-0.2, 0.0, 0.0], [0.0, -0.1, 0.0], [0.9, 0.4, -0.2], [0.0, 0.0, 0.0], [-0.1, -0.1, 0.0], [0.2, 0.0, 0.0], [-0.6, 0.7, 0.0], [0.0, 0.0, 0.0], [0.1, -0.1, 0.1], [0.0, -0.1, -0.1], [0.0, 0.0, 0.0], [0.0, -0.1, 0.0], [0.0, 0.0, 0.0], [0.2, -0.9, 0.6], [0.0, 0.2, 0.1], [-0.6, -0.6, -0.9], [0.1, 0.1, 0.0], [0.0, 0.1, 0.0], [0.0, 0.2, 0.1], [0.0, 0.0, 0.7], [-0.1, 0.2, -0.5]],
  "relative_energy_kj_mol": 608.0,
  "molar_mass_g_mol": 133.19,
  "total_energy_ha": -442.649644,
  "e_homo_ev": [-5.52, -6.23],
  "orbital_gap_ev": [6.302, 7.006],
  "lumo_ha": [0.0288, 0.0285]
}


Record 4
{
  "formula": "C13H48N12O11",
  "method": "ωB97M-V/def2-TZVPD",
  "species": ["C", "H", "C", "O", "H", "H", "C", "H", "H", "H", "H", "H", "C", "O", "C", "H", "H", "N", "H", "H", "C", "O", "O", "H", "H", "H", "N", "H", "H", "O", "C", "H", "H", "H", "H", "C", "C", "O", "H", "N", "H", "N", "H", "H", "N", "H", "O", "O", "H", "H", "O", "N", "H", "H", "C", "H", "N", "H", "H", "H", "H", "O", "N", "C", "H", "N", "N", "H", "H", "C", "H", "H", "H", "O", "N", "H", "H", "H", "H", "H", "N", "H", "C", "H"],
  "coordinates": [[-3.480603, -0.344196, -0.585918], [-2.634848, -0.006118, 2.370809], [-0.766492, -3.917019, 0.370834], [3.471070, 0.293636, -0.112826], [2.537369, -1.297121, 4.924714], [3.561856, 2.767865, 4.769503], [-1.324137, 0.994089, 3.359296], [-0.261676, 2.382946, 4.190409], [-2.555066, -0.434284, -2.558722], [-1.486474, 2.775496, -3.259197], [-2.294022, 1.554054, 1.636549], [1.871265, 3.145694, 4.473507], [3.420113, 1.499287, -0.748905], [-0.693547, -5.264470, -0.242608], [-2.214702, 3.942214, 1.318996], [0.328231, 1.222686, -3.055102], [-3.732922, 0.365861, 0.181948], [0.736072, 2.104180, -2.634509], [2.143688, -4.534632, -3.386796], [-1.955885, 0.753555, -1.448954], [0.415808, -0.396703, -0.145012], [-3.097612, 4.749338, 1.948550], [0.102346, 0.856852, 0.430170], [1.884791, 2.205663, 1.270051], [-4.344031, -0.922693, -0.949550], [0.183403, -5.544095, -0.347232], [-0.637056, 2.135743, 3.317330], [2.864397, 3.406829, -0.618107], [-4.141917, 1.718666, -1.733568], [0.608923, 3.547543, -0.767364], [-2.823112, 0.309918, -1.847245], [1.390019, 0.251428, 3.936711], [1.708165, 1.835027, -2.360156], [-1.848507, 3.635205, -1.759535], [-2.945070, -5.490459, -2.320466], [0.039244, 2.900276, -1.875179], [1.647858, -0.593933, 3.320951], [-1.419645, -2.547067, -2.835383], [2.443914, -2.335827, -2.504384], [2.788036, 2.854641, 4.101838], [3.792439, 2.353219, -2.597478], [-2.223861, -4.740102, -2.412986], [-0.435442, -3.825956, 1.366342], [-1.879883, 2.383006, 0.022303], [3.411343, 2.664919, -0.225863], [0.635937, -1.201122, 0.617985], [4.085876, 2.116308, 2.259877], [-1.242715, 0.039306, 4.419957], [2.812330, -5.724952, -1.382633], [-3.559096, -4.487036, -4.472167], [-3.762028, 1.184511, -2.400636], [-0.944959, 4.142144, 1.521844], [1.173977, -0.356232, -0.892030], [-2.791361, -2.867433, -4.697956], [2.892673, 2.467962, 2.895722], [0.756324, -1.202870, 3.192836], [-2.025361, 0.794601, 2.271083], [-0.703646, 4.945191, 2.232907], [-0.574760, 0.654734, 1.102751], [2.397647, -2.790952, -0.790596], [3.418312, 0.657978, -2.524466], [2.637055, -1.323960, 3.980932], [-2.854259, -3.763474, -4.229862], [2.650838, -3.091052, -1.797348], [3.704906, -3.481694, -1.818149], [-1.165453, 3.149259, -2.317145], [3.312626, 1.589971, -2.033318], [-0.490587, -0.781194, -0.618573], [-3.491292, 2.821099, 0.284825], [1.906298, -4.303283, -2.338636], [-0.133671, -3.334735, -0.248557], [-1.828622, -3.539901, 0.381987], [-1.571604, -4.709905, -1.564880], [1.931469, -5.392717, -1.482926], [1.781363, 2.581610, 2.257925], [0.856345, 2.422076, 2.737882], [-0.848151, 2.918311, 2.668732], [2.099510, -0.231956, 2.412707], [-0.201152, 3.809610, 0.943643], [3.545156, 2.736692, 0.783004], [-2.541552, 2.942005, 0.485961], [-2.778206, -1.097905, -0.218194], [-2.145506, -3.684187, -3.200309], [0.901496, -4.021968, -2.401944]],
  "atomic_forces_ev_per_a": [[0.7, -1.5, -2.0], [-0.1, 0.1, -0.4], [-1.0, -1.1, -1.3], [-0.3, 5.5, -3.2], [-0.3, 0.1, 0.4], [-0.6, 0.0, -0.7], [1.0, -4.6, 6.3], [0.3, 0.4, 1.3], [0.2, -0.6, -0.6], [0.6, 0.7, 2.1], [-0.1, -0.5, 0.7], [1.2, -0.3, -0.3], [0.7, -7.1, 5.4], [-3.0, 1.6, 1.8], [-5.2, 5.2, 2.7], [-0.1, 1.9, 0.5], [-0.2, 0.3, 0.3], [1.7, -3.9, -1.7], [0.6, -0.1, 0.3], [1.5, 1.1, -0.1], [-1.5, -1.8, 0.8], [3.4, -4.3, -3.0], [0.0, 0.1, 0.2], [-1.0, 0.5, 1.7], [0.0, 0.4, 0.5], [2.4, -0.3, -0.3], [-0.2, 0.4, 0.9], [-0.2, 0.1, -0.6], [-0.6, 0.7, 1.0], [-2.8, -2.7, -4.9], [-1.9, -1.0, 2.5], [-0.4, 0.5, 0.1], [-0.8, 0.9, 0.2], [0.2, 0.2, -0.1], [0.9, 1.4, -0.9], [3.0, 3.5, 5.3], [0.1, 0.1, 0.5], [-2.9, -5.0, -2.1], [0.3, 1.3, -0.6], [0.6, 1.2, 6.3], [-0.8, -1.3, 1.5], [1.5, -1.6, 3.9], [0.6, -0.6, 1.3], [1.2, -0.5, -0.8], [0.1, 3.3, 3.0], [0.4, 1.1, -0.6], [-5.3, 1.8, 3.7], [-0.5, 5.5, -5.9], [0.8, -0.2, 0.1], [1.2, 1.0, 0.4], [0.5, 0.1, -2.0], [2.7, 3.1, 3.2], [0.8, 0.4, -0.1], [-0.7, -0.4, -0.8], [7.1, -1.9, -4.7], [-0.2, 0.1, -0.4], [-1.9, -1.8, -1.1], [-0.9, -2.1, -2.3], [0.4, 0.0, -0.3], [-0.2, 0.0, 0.2], [-0.1, 1.5, 0.9], [1.2, -0.9, -0.1], [-3.2, 1.4, -5.8], [1.5, -2.5, -0.3], [-0.4, 1.3, 0.1], [-2.9, 0.0, -1.8], [1.2, -2.0, -7.9], [-0.1, -0.1, -0.4], [-1.4, 0.0, -0.2], [-0.2, 1.2, -0.1], [0.3, 1.2, -0.5], [1.0, -0.7, -0.5], [-1.2, -0.5, -1.5], [-0.6, -1.1, 0.6], [-2.8, -1.0, -4.5], [1.9, -0.2, -1.1], [-0.2, -0.7, 0.6], [-0.1, 0.0, -0.6], [0.6, -0.3, -1.2], [0.8, -0.4, 0.2], [-0.6, 0.3, 0.2], [0.0, 0.2, 0.3], [4.1, 3.7, 6.1], [-1.9, 0.3, 0.0]],
  "relative_energy_kj_mol": 869.9,
  "molar_mass_g_mol": 548.60,
  "smiles": "NC(N)=O.NC(N)=O.NC(N)=O.NC(N)=O.NC(N)=O.NC(N)=O.CCO.CCO.CO.CO.CO",
  "total_energy_ha": -2008.710715,
  "e_homo_ev": -8.71,
  "orbital_gap_ev": 8.896,
  "lumo_ha": 0.0067
}


Record 5
{
  "formula": "C3H3F2O2",
  "method": "ωB97M-V/def2-TZVPD",
  "species": ["C", "C", "H", "O", "H", "F", "C", "H", "O", "F"],
  "coordinates": [[-0.709176, 0.545205, 1.310118], [0.110084, 0.173315, 0.117283], [0.660942, 1.142917, -0.102019], [-1.786421, -1.646712, 1.557477], [-0.499131, -0.247800, -0.536066], [-1.668469, 1.461217, 0.949712], [-1.597090, -0.598664, 2.142438], [0.986246, -0.507863, 0.482676], [-1.998918, -0.158599, 3.201110], [0.163221, 1.273402, 2.115846]],
  "atomic_forces_ev_per_a": [[-0.4, -0.8, 1.3], [4.8, 1.9, 4.2], [-1.0, -1.1, -0.7], [0.0, -1.6, -1.2], [-2.2, -1.8, -3.5], [-0.1, 0.4, -0.6], [1.4, 2.0, -0.7], [-1.9, 0.8, -0.7], [-0.5, 0.5, 1.5], [-0.3, -0.2, 0.5]],
  "total_charge": -1,
  "relative_energy_kj_mol": 23.9,
  "molar_mass_g_mol": 109.05,
  "smiles": "CC(F)(F)C(=O)[O-]",
  "total_energy_ha": -466.388149,
  "e_homo_ev": -4.21,
  "orbital_gap_ev": 8.459,
  "lumo_ha": 0.1563
}


Record 6
{
  "formula": "C3H10S",
  "method": "ωB97M-V/def2-TZVPD",
  "species": ["H", "C", "H", "H", "H", "H", "H", "H", "S", "H", "C", "H", "H", "C"],
  "coordinates": [[0.820986, 1.027273, 1.109832], [2.223162, -1.207217, 0.697509], [0.017388, 0.364370, 2.517687], [2.453608, -0.703110, -0.236610], [2.631697, -2.210740, 0.547069], [-1.794510, 2.847195, -3.269398], [-0.886900, 0.680579, 1.015698], [-3.259093, 3.786716, -3.031301], [0.434093, -1.333988, 0.833402], [-3.196500, 2.626103, -4.322170], [-2.878836, 2.830793, -3.301922], [2.737509, -0.794886, 1.556851], [-3.308335, 2.112852, -2.610161], [0.052443, 0.324025, 1.432114]],
  "atomic_forces_ev_per_a": [[0.0, -0.1, -0.1], [0.2, -0.7, -0.7], [-0.1, -0.1, 0.1], [0.2, 0.5, 0.2], [-0.3, -0.1, 0.2], [0.1, -0.1, 0.2], [-0.1, -0.2, 0.0], [-0.2, 0.9, 0.2], [-0.1, -0.1, 0.2], [0.0, -0.2, 0.0], [0.0, -0.4, -0.3], [-0.2, 0.3, 0.1], [0.2, -0.2, -0.1], [0.2, 0.4, 0.0]],
  "relative_energy_kj_mol": 25.6,
  "molar_mass_g_mol": 78.18,
  "smiles": "CSC.C",
  "total_energy_ha": -518.462067,
  "e_homo_ev": -8.48,
  "orbital_gap_ev": 9.401,
  "lumo_ha": 0.0337
}